# C6H19BFNO7S

A cluster of 3 separate species, C6H19BFNO7S in total in a non-equilibrium geometry (ωB97M-V with the def2-TZVPD basis set, the Open Molecules 2025 dataset).

Geometry as XYZ:
```
36
C6H19BFNO7S ωB97M-V with the def2-TZVPD basis set
O -2.55469 0.73104 2.74767
S -1.97481 0.73172 4.01420
O -2.77049 0.03559 4.94646
F -0.59325 0.11397 3.90012
N -1.80594 2.34427 4.49393
O -0.56520 2.60506 5.11156
B -0.65456 2.61827 6.51664
O -1.48023 3.48172 7.18049
O 0.11936 1.72772 7.20846
H -2.60378 2.51508 5.10685
H -2.24733 2.97632 7.50007
H -0.26241 0.84137 7.08795
C -1.17858 -1.84426 -1.31869
C -0.21478 -0.81909 -0.73873
C 0.29751 -1.25000 0.62510
O -0.86727 0.44603 -0.62933
H -2.05119 -1.96063 -0.67055
H -1.54432 -1.51659 -2.29322
H -0.69900 -2.81759 -1.43481
H 0.62705 -0.68213 -1.41912
H -0.53348 -1.34588 1.32953
H 0.97847 -0.50024 1.02952
H 0.82273 -2.20491 0.57363
H -1.61535 0.34456 -0.02786
C 2.12330 0.46922 -4.26073
C 2.34920 -0.89728 -4.89066
C 1.81125 -0.94441 -6.31281
O 1.71902 -1.90473 -4.10008
H 1.05488 0.69612 -4.20706
H 2.50779 0.48821 -3.24058
H 2.61608 1.25629 -4.83318
H 3.41502 -1.12778 -4.89436
H 0.73349 -0.76018 -6.32132
H 1.97363 -1.92982 -6.75011
H 2.29509 -0.19849 -6.94481
H 0.77278 -1.71854 -4.08417
```

Multiplicity   1
M   279.09 g/mol
E   -1344.35946 hartree
SMILES   O=S(=O)(F)NOB(O)O.CC(C)O.CC(C)O
Total charge   0